ORCA calculation (ωB97M-V with the def2-TZVPD basis set) on 2 unconnected molecules or ions with the total composition C54H59F3N5O2.

Structure (XYZ):
```
123
C54H59F3N5O2, DFT ωB97M-V with the def2-TZVPD basis set
C -3.7212 -1.1315 -4.4513
C -3.7463 -2.0258 -3.2159
C -4.3333 -3.4067 -3.5104
C -4.4591 -1.3375 -2.0480
C -5.8323 -1.1144 -2.1252
C -6.5287 -0.5804 -1.0419
C -5.8551 -0.2750 0.1401
C -4.4806 -0.4861 0.2448
C -3.7502 -0.2777 1.5701
C -4.5967 -0.6860 2.7791
C -3.2423 1.1517 1.7081
C -3.7782 -0.9339 -0.8896
N -2.3623 -1.2019 -0.7891
N -1.9971 -2.5007 -0.6785
N -0.6496 -2.4798 -0.5697
C 0.0232 -3.6814 -0.1285
C 0.2109 -4.7213 -1.0541
C -0.3605 -4.6512 -2.4713
C -1.2507 -5.8607 -2.7630
C 0.7473 -4.4911 -3.5117
C 0.9770 -5.8237 -0.6707
C 1.5083 -5.9041 0.6153
C 1.2471 -4.8990 1.5449
C 0.4536 -3.8032 1.2057
C 0.0463 -2.7938 2.2790
C 1.1666 -1.7990 2.5799
C -0.4223 -3.4899 3.5611
C -0.1547 -1.1951 -0.7508
C 1.2580 -0.9168 -0.8183
C 1.7300 0.4119 -0.6702
C 3.0608 0.7299 -0.8828
C 3.9917 -0.2842 -1.0428
C 5.4399 0.0911 -1.0925
F 6.2531 -0.9461 -1.4214
F 5.6845 1.1024 -1.9824
F 5.8693 0.5497 0.1362
C 3.5942 -1.6127 -1.1409
C 2.2448 -1.9211 -1.0644
C -1.2427 -0.3381 -0.8983
C -1.2865 1.0375 -1.1683
H -3.2438 -0.1751 -4.2091
H -3.1516 -1.6070 -5.2571
H -4.7382 -0.9285 -4.8110
H -2.7135 -2.1834 -2.8899
H -4.2875 -4.0358 -2.6128
H -5.3819 -3.3377 -3.8293
H -3.7585 -3.9037 -4.3019
H -6.3569 -1.3819 -3.0458
H -7.6059 -0.4250 -1.1124
H -6.4055 0.1097 1.0014
H -2.8758 -0.9440 1.5468
H -5.0062 -1.6930 2.6427
H -3.9740 -0.6939 3.6808
H -5.4268 0.0122 2.9407
H -2.5794 1.4083 0.8734
H -4.0861 1.8554 1.7095
H -2.6814 1.2709 2.6436
H -0.9967 -3.7581 -2.4979
H -2.0468 -5.9292 -2.0119
H -1.7174 -5.7641 -3.7504
H -0.6706 -6.7926 -2.7371
H 1.3401 -3.5905 -3.3082
H 1.4241 -5.3568 -3.4973
H 0.3193 -4.3982 -4.5168
H 1.1537 -6.6222 -1.3968
H 2.1112 -6.7679 0.9003
H 1.6424 -4.9730 2.5613
H -0.8079 -2.2359 1.8705
H 1.5257 -1.3166 1.6624
H 0.8093 -1.0124 3.2582
H 2.0187 -2.3115 3.0485
H -1.1627 -4.2649 3.3341
H 0.4199 -3.9555 4.0878
H -0.8883 -2.7610 4.2336
H 1.0160 1.1787 -0.3786
H 3.3802 1.7647 -0.8844
H 4.3307 -2.3948 -1.2973
H 1.9418 -2.9590 -1.2011
H -0.4753 1.3932 -1.7857
H -2.2599 1.5186 -1.1624
C 8.3773 2.0370 2.0700
O 7.3419 1.2513 2.7028
C 6.0919 1.7631 2.8217
C 5.1385 0.9433 3.4694
C 3.8462 1.4034 3.6687
C 3.4571 2.6422 3.1484
N 2.1244 3.0641 3.3343
C 1.3230 3.7540 2.4464
C 1.5124 3.7021 1.0059
C 0.5202 4.3667 0.1523
C 0.0661 3.8630 -1.0278
C -0.6921 4.7091 -1.9437
C -0.9467 4.2943 -3.2747
C -1.5743 5.1372 -4.1908
C -1.9660 6.4300 -3.8129
C -1.7306 6.8640 -2.5026
C -1.1157 6.0174 -1.5777
O 2.5095 3.1061 0.5490
N 0.1389 3.9551 3.0841
C -1.0321 4.6422 2.5768
C 0.2135 3.4678 4.3804
C 1.4248 2.9002 4.5300
C 4.3893 3.4555 2.5018
C 5.7056 3.0364 2.3392
H 9.2550 1.3920 2.1166
H 8.1235 2.2546 1.0225
H 8.5611 2.9727 2.6173
H 5.4581 -0.0411 3.8070
H 3.1298 0.7755 4.1990
H 0.3083 5.3890 0.4795
H 0.4859 2.9362 -1.4050
H -0.6153 3.2969 -3.5727
H -1.7516 4.7916 -5.2092
H -2.4399 7.0971 -4.5349
H -2.0214 7.8712 -2.1976
H -0.9321 6.3902 -0.5678
H -1.8204 4.5695 3.3337
H -0.8228 5.7061 2.3988
H -1.3982 4.1803 1.6517
H -0.6170 3.5549 5.0605
H 1.8495 2.4015 5.3817
H 4.1030 4.4342 2.1224
H 6.4304 3.6788 1.8325
```

Summary:
Total charge: +1
DFT total energy, eV: -76645.7176
LUMO energy, eV: -4.01
Orbital gap, eV: 4.311